[1]
Below is C22H33O2P2Se2Tl as an isolated structure, with properties calculated with ωB97M-V/def2-TZVPD.

Each line ends with the Mulliken charge.
Atoms and positions in Å:
H -1.336497 0.334001 -6.658809  0.438
C -1.031728 3.115060 -2.118707  -1.243
H -2.595263 -5.101540 -2.785769  0.462
C -1.859770 -3.285935 -1.954046  -0.341
H 0.746638 -1.006685 -6.643444  0.444
H 0.777263 2.076295 3.095153  0.331
C 3.190271 0.323562 -2.197257  -1.183
O -1.099559 -1.334801 -0.928185  0.091
C 0.761187 0.005319 3.731909  -0.581
C -0.577122 0.556556 -3.358347  0.598
C -1.260286 0.742215 -4.558265  -0.829
C -2.355180 -4.567632 -1.874957  -0.510
H -3.517350 1.495627 -2.759881  0.548
C -1.685892 -3.177918 3.025582  -1.968
H -0.275028 1.731164 4.468998  0.542
H -1.709653 -2.802214 -2.912577  0.470
H -1.104007 -4.095385 3.126486  0.440
H -0.642419 3.606748 1.724474  0.346
C 1.068134 -0.749211 -4.541926  -0.768
C 0.086933 1.345469 3.516029  -0.715
C -1.539735 -2.561562 -0.792068  -0.664
Se -1.468091 1.275649 2.335169  0.259
H 3.095467 1.427213 2.338592  0.374
C 0.605772 -0.201663 -3.347394  0.349
H 1.981863 -1.331166 -4.557865  0.306
H -2.170849 1.328047 -4.586830  0.307
Tl -0.037044 0.232690 0.141390  1.160
H 1.007417 -2.807593 -1.693327  0.340
H 3.883346 0.151557 -1.373466  0.407
H -2.739166 -3.448894 3.097611  0.457
P 1.601524 -0.488197 -1.856017  0.812
H 2.563307 -2.472493 -0.900228  0.457
H 3.805432 0.053022 3.235473  0.412
H 0.033347 3.335607 -2.187630  0.400
P -1.279067 1.331264 -1.880075  0.937
H -1.510834 3.441519 -3.043196  0.447
H 3.937454 0.120260 1.469477  0.340
H -2.391915 -4.975643 1.464888  0.448
H -3.283906 0.012675 -1.791542  0.286
H -2.375475 3.386415 1.353353  0.324
C -2.551990 -5.185517 -0.634437  -1.043
H 2.484976 -2.593598 -2.664568  0.509
C -0.791070 0.182805 -5.737095  -0.871
H -1.432437 -2.504663 3.840374  0.278
H 3.628758 -0.072769 -3.114100  0.436
H 3.042354 1.396534 -2.315476  0.402
H 0.074182 -0.773641 4.050322  0.065
H -1.862451 3.651803 3.028040  0.437
H -3.483372 1.594423 -0.996336  0.432
C 1.947107 -2.262594 -1.775633  -1.239
H -1.459184 3.672998 -1.285339  0.398
C -1.725205 -3.180447 0.469841  0.783
O -0.848857 -1.376744 1.758029  -0.072
H -2.943632 -6.190548 -0.576294  0.423
C 0.374359 -0.565934 -5.728535  -0.928
C -2.240546 -4.493136 0.508293  -0.855
H 1.537624 0.121636 4.488269  0.587
C 3.305903 0.361994 2.320616  -1.155
Se 1.681818 -0.699556 2.166281  0.296
C -1.586680 3.200916 2.078317  -1.089
C -3.065198 1.076541 -1.860628  -1.272
C -1.388979 -2.503406 1.715485  0.752

Forces on the atoms, in the same order (eV/Å):
H 0.003 -0.001 0.004
C -0.050 -0.019 -0.086
H -0.005 -0.005 0.009
C -0.020 -0.083 -0.056
H 0.002 0.009 0.002
H -0.013 0.017 0.003
C -0.004 -0.020 0.003
O -0.152 0.002 -0.571
C 0.113 0.054 0.034
C -0.033 -0.071 0.023
C 0.038 -0.011 -0.012
C 0.038 0.067 0.004
H -0.025 -0.019 0.003
C 0.049 0.084 0.033
H -0.018 -0.029 0.013
H -0.010 0.011 0.032
H 0.003 0.009 -0.004
H 0.003 -0.014 0.001
C -0.026 0.001 -0.005
C 0.022 0.002 0.100
C 0.019 0.074 0.198
Se 0.096 0.312 -0.092
H -0.012 0.002 -0.004
C 0.005 0.035 -0.021
H -0.005 -0.003 0.006
H -0.001 -0.005 0.008
Tl -0.011 -0.187 -0.086
H 0.009 -0.006 -0.003
H -0.002 -0.013 -0.003
H 0.009 0.016 -0.002
P 0.069 0.086 0.104
H -0.002 0.006 0.001
H 0.056 0.039 -0.012
H 0.000 -0.001 0.014
P 0.127 0.415 0.123
H 0.000 0.011 0.005
H 0.009 0.008 -0.002
H 0.001 0.000 -0.049
H 0.021 -0.002 0.008
H -0.012 0.010 0.009
C 0.014 0.046 0.107
H -0.002 -0.013 0.006
C -0.011 0.003 -0.005
H -0.030 -0.029 0.026
H 0.010 0.004 0.006
H -0.002 -0.002 -0.003
H -0.001 0.072 -0.017
H -0.001 0.030 -0.013
H -0.004 -0.024 0.008
C 0.001 -0.002 -0.043
H -0.002 -0.013 0.004
C 0.136 0.191 0.356
O -0.383 -0.435 0.188
H 0.003 0.001 -0.005
C 0.004 -0.005 0.000
C -0.072 -0.195 0.013
H -0.010 -0.039 0.028
C -0.022 -0.042 0.046
Se 0.377 0.226 0.035
C -0.033 -0.013 0.016
C -0.001 -0.035 -0.057
C -0.261 -0.508 -0.426

LUMO energy = -6.86 eV
total energy = -6666.11420 Ha
molar mass = 753.755 u
total charge = +2
highest occupied orbital energy = -13.119 eV
frontier orbital gap = 6.26 eV
2S+1 = 1


[2]
Below is C22H34ClN6O4Sc as an isolated structure in a non-equilibrium geometry, with properties calculated with ωB97M-V/def2-TZVPD.

Each line ends with the natural charge from an NBO analysis.
Atoms and positions in Å:
H -4.157100 1.643400 -0.938000  0.227
H 3.145200 -0.727200 -1.368900  0.135
H 3.273700 2.752200 -1.928300  0.219
N 0.978500 1.666500 1.585900  -0.648
H 3.340400 1.164100 -2.709000  0.225
H 4.813900 1.878900 -2.039400  0.199
C 1.139500 1.722900 2.855100  0.623
H -0.686200 3.169800 -6.566300  0.212
C 0.761100 3.840600 -3.585100  -0.205
N 1.294400 1.724500 4.404900  -0.813
H -1.809700 -1.658100 -1.232200  0.246
C -0.700900 -1.037800 4.740300  -0.438
H -2.112900 1.986600 4.182000  0.213
H 3.294800 1.424400 1.430500  0.252
H 4.698500 2.220000 0.662100  0.201
H -2.255900 2.081000 -2.575100  0.211
O 2.059600 -0.397800 0.320800  -0.679
N 0.902700 0.746200 6.895800  -0.504
N 0.605700 -4.094600 -0.953000  -0.383
C -1.792500 0.061500 -2.494400  -0.021
H -4.344500 0.038600 -1.600700  0.211
C -0.463300 -4.848900 -0.334300  -0.424
H -1.307800 1.429000 5.653100  0.240
H -2.865900 0.736300 5.180000  0.193
C -1.916600 1.118600 4.803300  -0.409
C -2.624300 1.091700 -2.325700  -0.170
C -0.537800 1.798700 -4.925700  -0.231
C -0.336700 3.019900 -5.552700  -0.208
C 0.564800 2.613500 -2.968100  -0.251
C -4.038100 1.057300 -1.852700  -0.652
H 2.101000 -5.549700 -1.079400  0.210
C 2.859300 -0.040000 -0.561500  0.610
C 0.629400 -2.763100 -0.887100  0.584
C 3.645000 1.961000 0.558000  -0.414
C 3.739900 1.767200 -1.898300  -0.405
O 0.464700 0.098500 -1.813900  -0.905
C -0.098400 1.581500 -3.623200  0.071
H -1.512000 -1.626800 5.169400  0.196
Cl -2.297600 0.198800 -0.225500  -0.507
H -0.878600 -5.566000 -1.040800  0.207
H -1.563400 -2.015400 -2.921300  0.189
C 1.588400 -4.831200 -1.718400  -0.399
H 0.933200 2.429600 -1.970000  0.210
H -1.044600 0.998000 -5.450500  0.213
H -1.258600 -4.176200 -0.031700  0.247
H 1.268500 4.637200 -3.054100  0.208
O -0.136700 -2.097000 -0.170200  -0.669
H 1.362400 -2.277400 -1.529200  0.160
C -0.349400 0.257000 -2.940600  0.044
N -1.230900 0.107200 4.028800  -0.388
C 0.307400 4.050900 -4.880400  -0.227
H 2.308900 -4.134100 -2.128700  0.213
Sc 0.000000 0.000000 0.000000  1.609
H -1.778600 0.920700 2.226000  0.179
H 3.055200 2.868000 0.453800  0.212
H -4.744800 1.444200 -2.581600  0.212
H -0.045600 -0.709500 5.547100  0.249
C -2.121300 -1.373000 -2.235500  -0.670
C 1.082400 1.194500 5.756600  0.473
H 0.458200 5.007400 -5.364800  0.212
H -0.132700 -0.527600 -3.674100  0.164
H -0.095400 -5.384600 0.541400  0.210
H 1.104600 -5.373600 -2.532100  0.205
C -1.080900 0.237800 2.708000  0.573
N 3.464100 1.137900 -0.624900  -0.401
O -0.213900 -0.365800 2.055300  -0.698
H -0.138000 -1.649900 4.046200  0.228
H -3.176700 -1.603900 -2.353600  0.220

Forces on the atoms, in the same order (eV/Å):
H -0.028 0.074 -0.238
H -0.352 0.150 -0.263
H -0.057 -0.098 0.016
N 1.223 1.911 9.224
H -0.094 0.022 -0.032
H 0.114 0.152 -0.051
C -1.177 -1.739 -0.148
H -0.004 -0.007 -0.001
C -0.008 0.105 -0.117
N -0.033 0.250 -2.170
H -0.390 -0.410 -0.774
C 0.431 -0.082 0.147
H 0.002 0.071 -0.074
H 0.138 0.001 -0.039
H 0.073 -0.024 -0.105
H 0.088 0.057 0.012
O 1.589 -0.534 -0.072
N 1.204 2.885 -6.143
N -0.219 0.544 -0.192
C -0.291 0.490 -3.722
H -0.107 0.202 -0.144
C -0.157 -0.101 0.338
H 0.022 -0.083 -0.138
H -0.076 -0.038 0.077
C -0.567 -0.036 0.025
C -0.044 0.366 -2.982
C 0.049 0.011 -0.041
C -0.027 -0.081 0.058
C -0.125 -0.195 -0.095
C -0.750 -0.210 -0.172
H 0.048 0.021 0.029
C -0.264 -0.057 -0.167
C -0.282 -0.342 0.395
C -0.189 0.203 -0.006
C 0.737 -0.375 -0.262
O 0.657 0.187 -1.091
C 0.214 0.271 -0.023
H -0.165 0.044 -0.048
Cl 0.209 0.270 7.807
H 0.126 -0.037 -0.109
H -0.053 -0.041 -0.337
C -0.146 -0.025 -0.069
H -0.021 0.093 0.124
H -0.054 -0.013 -0.016
H 0.047 0.102 0.077
H -0.004 0.004 0.000
O 0.456 -0.967 -0.116
H 0.190 0.064 0.003
C -0.723 0.429 -0.148
N -0.174 -0.161 -0.719
C 0.047 -0.011 0.093
H 0.167 0.021 -0.091
Sc 0.416 0.375 1.972
H 0.130 0.325 0.051
H -0.001 0.129 0.169
H 0.037 0.185 -0.356
H -0.175 -0.232 -0.140
C 0.194 -0.940 -0.599
C -0.512 -1.161 -0.928
H 0.003 -0.012 0.013
H 0.161 -0.137 -0.029
H -0.025 -0.037 0.018
H 0.024 0.003 -0.024
C -0.087 -0.299 1.202
N -0.084 0.031 0.433
O -1.250 -1.551 0.733
H 0.040 -0.072 -0.081
H -0.119 0.058 0.056

LUMO energy = 0.00 eV
total energy = -2709.00922 Ha
molar mass = 526.961 u
total charge = 0
highest occupied orbital energy = -6.915 eV
frontier orbital gap = 6.92 eV
2S+1 = 1